No. 1
Density functional theory data (ωB97M-V with the def2-TZVPD basis set) for a molecular structure, C22H55ClIrP2Si at a distorted geometry.

Each line ends with the Löwdin spin population.
Geometry (Å):
H (3.03457, -2.97323, -3.19573)  0.00
H (-2.06448, 2.89706, -3.15288)  0.00
H (4.29106, 1.29378, -1.64352)  0.00
C (-1.59993, 2.50615, -2.23296)  0.03
C (-1.66835, -2.73897, -1.46055)  0.02
H (0.13886, 0.18854, 4.41915)  0.00
H (-1.49585, 1.42007, -2.32636)  0.02
H (2.32535, 1.98432, -2.61292)  0.01
H (-1.44530, -0.00221, 1.36845)  0.11
H (-4.22018, -0.51250, 2.30511)  0.00
C (1.09779, -3.07862, -2.25740)  0.03
H (-3.19744, 1.81374, 4.50644)  0.01
H (3.23358, 0.92338, -0.26445)  0.01
H (0.49478, -2.85481, -3.15524)  0.00
H (-3.07386, 2.40419, 2.82760)  0.00
P (0.84401, 2.27062, -0.83590)  0.22
C (-2.78623, -2.40163, -0.45316)  0.00
H (1.71713, -4.91553, -3.18903)  0.00
C (2.13552, 3.19251, 1.56760)  0.01
H (-1.25527, 3.64773, 0.86122)  0.00
C (-0.54230, -3.30518, 1.70393)  0.00
H (2.55301, -3.80888, 0.21117)  0.00
H (-0.26329, 4.28514, 2.19457)  0.00
H (-0.34970, -1.49502, 4.02512)  0.00
H (-3.93703, -1.02200, 3.99240)  0.01
Cl (1.36242, -0.13563, 1.59070)  0.40
C (2.46935, -2.41770, -2.43061)  0.03
H (-3.49195, -1.70293, -0.91789)  0.00
H (-0.92705, 5.07679, -2.74746)  0.00
H (-0.99806, 4.89550, -0.99666)  0.00
C (-0.71300, -0.50164, 4.31943)  0.09
H (-2.40430, -1.92969, 0.45700)  0.00
C (1.84033, -3.49829, 0.98189)  0.01
H (-0.18873, -3.91380, 2.55090)  0.00
H (3.05382, -2.44030, -1.49978)  0.00
H (3.09753, 3.42983, 1.10379)  0.00
H (2.37437, -1.37695, -2.75904)  0.02
H (-1.65628, 1.54588, 0.40659)  0.03
H (0.16727, -4.50342, 0.07375)  0.01
C (0.38300, -3.51228, 0.50856)  0.06
H (2.11643, -2.49898, 1.34533)  0.00
H (-2.88389, -4.30922, -2.28672)  0.00
C (2.50285, 2.48363, -1.64466)  0.03
C (1.32392, -4.60447, -2.20979)  0.01
C (-1.45821, 0.46503, 0.32114)  0.46
H (-1.57867, -3.59817, 1.49754)  0.00
H (0.40095, 0.13420, -2.07841)  0.17
H (-2.25027, 2.74288, -1.37816)  0.00
H (-2.26902, 0.00944, -0.27617)  0.05
H (3.89692, 3.97419, -2.34363)  0.00
C (0.94566, 3.44612, 0.63124)  0.06
H (0.42708, -5.20410, -2.03383)  0.00
C (-0.34133, 3.47372, 1.45253)  0.00
H (-3.20386, -1.94229, 2.65979)  0.00
H (-1.22520, -4.37991, -2.85751)  0.00
H (2.22511, 4.41866, -2.66593)  0.00
H (-1.77474, -2.04237, -2.31226)  0.01
P (0.06101, -2.32676, -0.90079)  0.21
H (2.03386, 3.85425, 2.43836)  0.00
C (-0.38926, 4.67302, -1.87925)  0.00
C (-3.48033, -0.93560, 2.99666)  0.06
H (0.55420, 5.21932, -1.79853)  0.00
C (-0.22827, 3.16146, -2.08618)  0.01
H (-0.52206, -2.25655, 2.03572)  0.00
H (-3.33277, -3.30979, -0.16393)  0.00
H (-1.64712, -4.93609, -1.21426)  0.00
H (4.21436, 2.42005, -0.27118)  0.00
H (1.93394, -4.19919, 1.82524)  0.00
C (-2.52529, 1.90868, 3.64055)  0.07
H (2.07445, -4.88757, -1.46137)  0.00
C (3.61821, 1.73778, -0.89510)  0.01
H (0.31302, 3.00126, -3.03597)  0.00
Si (-1.99540, 0.18443, 3.14309)  0.41
H (1.07005, 4.45016, 0.19065)  0.01
H (2.89057, 4.55955, -1.02402)  0.00
H (-1.20646, -0.59203, 5.30019)  0.02
C (-1.84038, -4.16767, -1.97826)  0.01
Ir (0.31730, -0.02380, -0.49533)  2.20
H (-0.44814, 2.54903, 2.04443)  0.00
H (2.13096, 2.14844, 1.91099)  0.00
H (-1.66635, 2.52365, 3.94471)  0.00
C (2.88102, 3.94161, -1.93080)  0.01

Summary:
2S+1: 6
E_HOMO (spin up / spin down), eV: -3.794 / -8.823
Energy above the lowest of the compared OMol25 structures with the same formula, charge and spin, eV: 0.000
Total charge: 0
Calculated total energy, eV: -65517.712
<S²>: 8.7636

No. 2
Density functional theory data (ωB97M-V with the def2-TZVPD basis set) for 11 unconnected molecules or ions with the total composition C22H56BN4O18 at a distorted geometry.

Each line ends with the Löwdin charge.
Geometry (Å):
C (-8.28755, -5.62103, -3.20987)  -0.05
N (-8.54834, 1.99642, -0.70742)  0.16
C (-0.21038, -1.70288, -7.16210)  -0.53
H (0.20090, -4.50217, 1.94016)  0.14
H (0.75991, -2.13478, -7.40726)  0.13
H (2.04544, -3.54922, 2.71126)  0.08
H (-8.77306, -5.66418, -4.18481)  0.07
C (-7.42075, -4.27033, -3.05246)  -0.43
H (9.43188, 2.68939, 4.24332)  0.07
O (0.96502, -5.92447, 3.06135)  -0.07
H (-0.81970, -4.67600, 4.79188)  0.09
H (-9.28162, 2.37435, -1.29015)  0.12
H (-7.60802, -6.47306, -3.19030)  0.06
H (3.45546, 7.81343, 4.32328)  0.07
H (-1.63790, -3.73840, 3.61567)  0.08
O (-2.66770, 1.42665, -2.04683)  0.14
H (-2.28028, 4.86491, -4.89905)  0.07
H (0.63905, -0.55721, -5.68656)  0.09
O (-0.35118, 1.56239, -1.87923)  0.18
H (4.34926, 6.86764, 5.54246)  0.07
H (4.27797, 3.52750, 9.74103)  0.07
H (3.08220, 3.87748, 8.53161)  0.08
O (1.27366, 1.62100, -0.00441)  0.23
H (5.13857, 2.89159, 7.50577)  0.13
C (1.29626, -3.61717, 3.50006)  -0.07
O (4.05611, 0.39009, -1.56064)  0.09
C (-0.82180, -1.23144, -8.43652)  -0.07
H (-0.03716, -0.58676, -8.83254)  0.08
O (5.29258, 1.29982, 8.71929)  -0.06
C (-1.40362, -0.10707, -0.53807)  -0.32
H (1.49918, -6.00080, 2.26734)  0.08
C (0.31296, -4.61946, 3.01802)  -0.51
C (4.24887, -6.28223, -1.52417)  -0.85
H (-0.55805, 4.96022, -5.02547)  0.08
H (-1.24484, -3.57911, -6.83531)  0.08
H (-2.05493, -2.17206, -6.23257)  0.08
H (-6.22364, -3.71693, -1.46791)  0.08
O (-6.29026, -4.38772, -2.15144)  -0.06
H (5.73319, 0.73230, 8.08259)  0.09
H (0.80680, 7.77195, -1.14625)  0.07
H (10.51526, 1.26586, 3.00189)  0.07
H (3.99521, 1.33543, 6.10036)  0.08
C (-1.62023, 1.07541, -1.58504)  -0.33
C (3.66837, 3.06651, 8.96387)  -0.06
C (0.18628, 7.06316, -0.59792)  -0.20
H (1.83368, -3.60132, 4.44823)  0.08
H (-1.36346, 8.01222, -1.27016)  0.08
H (-8.92892, -5.81027, -2.34910)  0.07
H (0.72722, -2.68887, 3.44953)  0.08
H (2.59132, 1.83021, 6.90274)  0.08
H (-1.01633, 3.42391, -6.19700)  0.08
H (2.98268, 2.38061, 9.46132)  0.08
N (-7.42371, 1.59618, 1.02805)  0.17
O (-1.49636, 4.15268, -6.59708)  -0.12
H (-8.00689, -2.13629, -3.00283)  0.07
C (-8.51485, 2.01354, 0.58687)  -0.80
C (2.58776, 1.56508, -0.03874)  -0.37
H (-0.63505, -2.83719, -5.37084)  0.08
H (4.33468, -6.36982, -3.49579)  0.10
O (5.42362, 7.00970, 3.88244)  -0.12
C (-0.99734, -4.61433, 3.71822)  -0.06
H (-1.00691, -1.95845, -9.22728)  0.08
H (-7.87685, 1.41620, -1.18966)  0.11
H (-1.61104, -5.38697, 3.25508)  0.08
C (4.12649, 6.96893, 4.48029)  -0.17
H (4.76614, -4.49631, -0.88918)  0.12
H (3.45120, 6.18783, 4.13105)  0.08
O (1.71632, 0.29790, -1.79376)  0.21
N (3.89828, -6.76183, -2.67360)  0.15
H (3.50892, 0.39059, 7.51074)  0.09
N (4.67666, -5.04407, -1.73301)  0.15
H (-8.47692, -3.15567, -1.60970)  0.08
H (0.78481, 6.98270, 0.30949)  0.07
C (-8.37208, -3.11573, -2.69391)  -0.07
O (-2.33105, -0.75995, -0.01397)  0.08
H (-6.64372, 1.37191, 0.42685)  0.12
H (4.45032, -4.62976, -2.62588)  0.11
C (3.57237, 1.39945, 7.10296)  -0.06
C (-1.06814, -2.62058, -6.34737)  -0.06
O (4.17717, -6.82776, -0.50985)  0.11
C (-1.47653, 5.11405, -5.59189)  -0.19
H (0.33974, 6.04771, -0.96318)  0.08
O (9.81840, 0.80806, 3.47773)  -0.12
C (8.90853, 1.78930, 3.92076)  -0.18
H (-6.99894, -4.09700, -4.04248)  0.12
H (-7.24868, 1.45542, 2.01276)  0.13
H (-9.31886, -3.26981, -3.21157)  0.07
O (-1.15509, 7.41992, -0.54396)  -0.10
O (3.34595, 2.10075, 0.76456)  0.11
H (3.61703, -7.71408, -2.85858)  0.12
H (-1.74620, -0.67031, -8.29976)  0.09
H (5.42233, 6.36714, 3.16920)  0.07
O (0.06484, -0.50183, -6.45390)  -0.06
H (8.24690, 1.36304, 4.67485)  0.08
B (0.60299, 0.80545, -0.99515)  -0.93
C (2.88920, 0.71620, -1.26648)  -0.32
C (4.46025, 2.19632, 8.00033)  -0.52
O (-9.42803, 2.39063, 1.36009)  -0.02
H (-1.65376, 6.14146, -5.90986)  0.08
H (8.47639, 2.32356, 3.07463)  0.07
O (-0.09626, -0.32913, -0.38979)  0.23

Summary:
E_HOMO, eV: -7.696
Total charge: -1
Calculated total energy, eV: -67217.770

No. 3
Density functional theory data (ωB97M-V with the def2-TZVPD basis set) for 10 unconnected molecules or ions with the total composition C22H56N2O8S8 at a distorted geometry.

Each line ends with the Löwdin charge.
Geometry (Å):
O (-20.57223, -26.31325, 27.00458)  -0.56
S (-22.04685, -19.00729, 15.79749)  0.80
C (-23.06901, -24.66475, 20.73447)  -0.28
H (-25.78875, -19.66460, 23.88666)  0.03
H (-15.45507, -19.66246, 22.52728)  0.06
H (-18.53558, -18.47327, 15.38536)  0.06
C (-19.38141, -17.93914, 20.30163)  -0.28
H (-20.60259, -24.64433, 24.60232)  0.04
H (-22.72904, -19.91044, 13.72410)  0.05
C (-19.43473, -25.79259, 20.05224)  -0.27
H (-23.35863, -20.84984, 15.03086)  0.05
H (-16.68749, -17.12155, 16.59872)  0.06
S (-18.06671, -26.54385, 19.10571)  0.82
H (-15.55511, -17.72209, 17.86593)  0.06
H (-22.54770, -17.40650, 26.46335)  0.05
H (-19.62400, -24.76147, 19.75139)  0.04
C (-20.93099, -21.84343, 21.65135)  -0.12
H (-21.86640, -21.89649, 22.19638)  0.07
C (-20.64270, -21.05631, 20.51535)  -0.10
O (-16.79949, -20.44644, 17.85242)  -0.58
C (-21.87343, -17.74883, 25.66747)  -0.27
H (-18.84037, -20.16031, 15.64943)  0.05
S (-15.19874, -22.12417, 22.08193)  0.88
C (-26.21193, -20.62885, 23.60115)  -0.26
H (-18.66970, -20.78470, 19.51607)  0.08
H (-15.79103, -26.14289, 19.60344)  0.05
H (-17.48669, -17.17060, 20.77443)  0.09
H (-23.39091, -24.41848, 21.75162)  0.04
H (-21.44145, -16.82893, 25.27474)  0.05
C (-20.93666, -25.67689, 24.51296)  -0.27
C (-21.74374, -18.51689, 23.02635)  -0.27
H (-17.23317, -17.61530, 18.21526)  0.03
H (-16.01737, -20.54931, 23.85573)  0.05
H (-25.56148, -20.45631, 20.77672)  0.06
N (-18.86072, -22.30388, 21.06045)  0.01
H (-15.56530, -20.62530, 20.18792)  0.02
H (-14.81454, -22.18598, 19.73443)  0.06
C (-19.27857, -21.29803, 20.24386)  -0.13
C (-18.02461, -18.12127, 20.79652)  -0.07
H (-22.04884, -27.99457, 24.26504)  0.04
H (-22.22701, -19.26124, 18.22053)  0.03
H (-24.47830, -26.07443, 17.66672)  0.04
H (-21.61127, -17.45207, 22.83444)  0.05
H (-18.10252, -18.41059, 21.84289)  0.08
H (-24.38469, -19.61539, 21.79192)  0.04
H (-13.83982, -20.89199, 20.43888)  0.06
O (-23.77754, -21.69123, 23.65059)  -0.60
O (-17.99177, -27.96103, 19.58719)  -0.57
H (-22.61572, -28.61244, 25.82562)  0.04
C (-18.47999, -19.25739, 16.14085)  -0.27
H (-20.87036, -28.59383, 25.36195)  0.06
H (-17.48498, -18.81155, 20.15078)  0.05
O (-25.50489, -24.58992, 20.11341)  -0.58
H (-21.50311, -20.77041, 17.55439)  0.05
H (-26.64650, -21.16363, 24.44377)  0.05
C (-23.78086, -25.54683, 18.31199)  -0.25
H (-23.04456, -23.71163, 20.21264)  0.05
N (-20.47209, -17.81082, 19.97209)  0.18
H (-22.29751, -19.00872, 22.23364)  0.02
C (-14.81908, -21.37114, 20.45485)  -0.24
H (-21.57714, -25.81563, 23.64384)  0.04
H (-16.80918, -24.66546, 19.92133)  0.03
O (-24.06808, -18.01526, 24.20643)  -0.56
C (-22.17697, -19.93220, 17.36618)  -0.27
H (-23.83914, -20.96460, 20.80873)  0.03
H (-19.71689, -23.41475, 22.66426)  0.10
H (-23.16365, -20.40669, 17.31727)  0.05
S (-25.01984, -21.72751, 22.78646)  0.83
O (-16.26860, -23.12236, 21.80142)  -0.57
C (-15.96067, -20.60282, 22.76590)  -0.26
C (-16.53471, -17.83998, 17.40492)  -0.26
H (-21.25986, -20.34844, 19.99418)  0.05
C (-22.44522, -20.37955, 14.66735)  -0.26
S (-21.68408, -26.38421, 26.02026)  0.82
H (-22.12799, -25.19746, 20.86901)  0.03
C (-16.71498, -25.74711, 20.01557)  -0.27
H (-27.04702, -20.37892, 22.93790)  0.06
H (-20.35271, -26.34965, 19.85632)  0.03
H (-17.90734, -22.68134, 21.09262)  0.08
S (-22.78933, -18.75101, 24.48127)  0.82
H (-19.98510, -26.20909, 24.40706)  0.06
O (-23.27950, -18.14147, 15.83825)  -0.55
C (-19.86260, -22.64812, 21.92375)  -0.13
C (-24.67613, -20.58930, 21.39721)  -0.24
H (-16.98200, -20.53195, 22.38608)  0.03
H (-21.22274, -18.35974, 26.29925)  0.05
H (-19.10480, -19.04357, 17.00748)  0.04
H (-20.76831, -18.99132, 23.12929)  0.05
S (-24.41340, -25.64380, 20.04598)  0.84
H (-21.59836, -21.03975, 14.49886)  0.05
C (-21.82173, -28.05992, 25.33205)  -0.27
H (-19.24108, -25.90229, 21.11911)  0.05
H (-22.83090, -26.08245, 18.22987)  0.04
S (-16.75986, -19.48612, 16.70252)  0.84
H (-23.62255, -24.49362, 18.10327)  0.05
H (-16.78462, -26.00729, 21.06985)  0.06

Summary:
E_HOMO, eV: -8.276
Energy above the lowest of the compared OMol25 structures with the same formula, charge and spin, eV: 0.000
Total charge: 0
Calculated total energy, eV: -129756.547

- Look up the calculated total energy of the second one.
  -67217.770 eV